Record 1
C9H7NO2 | wB97M-V/def2-TZVPD

Structure (ORCA input):
```
! RIJCOSX wB97M-V def2-TZVPD def2/J DEFGRID3
* xyz 0 1
C -0.80673 -0.42439 1.84063
C -0.20014 -1.14772 0.90103
C 0.12483 -0.47771 -0.35711
C 0.76233 -1.14052 -1.36913
C 1.32478 -0.44882 -2.39326
C 1.26112 0.94142 -2.46599
C 0.48117 1.64224 -1.54285
C -0.08428 0.90227 -0.51698
C -1.18017 0.99369 1.58078
H -2.02804 -0.22601 3.31247
H -1.32371 -1.89662 3.13426
H 0.09004 -2.23443 0.96479
H 1.08077 -2.15664 -1.16371
H 2.03610 -1.00325 -3.04653
H 1.97992 1.56950 -3.14075
H 0.27938 2.66436 -1.68368
N -1.25482 -0.85105 3.03225
O -0.76097 1.63328 0.52032
O -1.78159 1.66040 2.39347
*
```

Results
- E (eV) = -15031.1892
- energy above the lowest of the compared OMol25 structures with the same formula, charge and spin (kJ/mol) = 108.2
- highest occupied orbital energy (eV) = -8.13
- structure (SMILES) = Nc1cc2ccccc2oc1=O

Atomic partial charges in e from the Löwdin method, atoms 1 to 4:
1. C -0.282
2. C 0.034
3. C -0.171
4. C -0.067



Record 2
C13H27F3N2O5 | wB97M-V/def2-TZVPD

Structure (ORCA input):
```
! RIJCOSX wB97M-V def2-TZVPD def2/J DEFGRID3
* xyz 0 1
C 5.15988 2.44094 0.41046
C 3.72481 2.46574 -0.05393
N 3.43553 2.97327 -1.14458
C 2.70330 1.80901 0.85684
N 1.39127 2.49637 0.86518
C 0.30924 1.54611 1.13974
C -1.06853 2.02776 0.62227
O -0.98703 3.29584 0.04840
C -2.15467 1.88345 1.67783
F -2.44281 0.57971 1.76126
F -1.82294 2.25351 2.87252
F -3.26310 2.48338 1.34070
C 1.39728 3.52689 1.78250
O 0.45330 3.91916 2.31153
O 2.61732 4.13763 2.02585
H 5.49593 3.45773 0.57634
H 5.78565 1.95939 -0.33316
H 5.23625 1.83259 1.31131
H 2.42104 2.87194 -1.27002
H 2.60829 0.77317 0.53786
H 3.07338 1.74462 1.88296
H 0.28194 1.36284 2.21848
H 0.49348 0.58265 0.68495
H -1.34905 1.33239 -0.17590
H -1.85690 3.71089 -0.00259
H 2.97633 3.68198 2.80154
C -3.50943 -2.71709 0.18551
C -2.51342 -3.55750 0.96918
C -2.94879 -3.72970 2.41603
O -1.22381 -2.94277 0.93285
H -3.58845 -1.71375 0.61284
H -3.18209 -2.59801 -0.84929
H -4.50024 -3.17382 0.18570
H -2.41261 -4.53613 0.49768
H -3.01178 -2.75948 2.91675
H -2.22112 -4.32860 2.96499
H -3.92264 -4.21767 2.48164
H -1.30059 -2.07787 1.35395
C -0.52704 -2.12841 -4.47594
C 0.08909 -1.35180 -3.32277
C 0.84581 -2.26945 -2.37706
O -0.93435 -0.66139 -2.60117
H -1.24267 -2.86712 -4.10370
H -1.07349 -1.45755 -5.14009
H 0.23708 -2.64773 -5.05649
H 0.76401 -0.58980 -3.71507
H 0.17152 -3.00927 -1.93726
H 1.27153 -1.69552 -1.55242
H 1.65396 -2.79516 -2.88860
H -1.53964 -1.32336 -2.24560
*
```

Results
- E (eV) = -35288.4957
- highest occupied orbital energy (eV) = -9.94
- structure (SMILES) = [H]/N=C(/C)CN(C[C@H](O)C(F)(F)F)C(=O)O.CC(C)O.CC(C)O

Atomic partial charges in e from the Löwdin method, atoms 1 to 4:
1. C -0.037
2. C -0.442
3. N 0.161
4. C -0.116



Record 3
C9H20N5O7S2 | wB97M-V/def2-TZVPD

Structure (ORCA input):
```
! RIJCOSX wB97M-V def2-TZVPD def2/J DEFGRID3
* xyz 1 1
N 2.20402 5.83731 -0.00382
C 1.48876 5.99697 -0.87094
O 0.59598 6.22208 -1.88860
N -0.62504 6.35377 -1.28433
N -1.20121 7.51230 -0.87830
C -2.40664 7.15304 -0.36774
N -2.62976 5.81387 -0.38253
C -1.46024 5.34508 -0.97452
N -1.34268 4.04125 -1.13194
H -0.84296 8.46370 -0.92773
H -3.13577 7.87674 0.03404
H -0.42767 3.66849 -1.37845
H -2.14801 3.45235 -0.95192
O -1.19936 -1.42203 -1.04562
S -0.00755 -0.67640 -1.31669
O 0.01520 0.75933 -1.20853
O 0.55151 -1.09393 -2.75851
C -0.33450 -1.01561 -3.88419
C -0.51440 0.41179 -4.36536
C 1.31828 -1.33663 -0.36396
H -1.29552 -1.47754 -3.64788
H 0.12115 -1.60787 -4.67739
H -1.05080 1.01023 -3.62707
H -1.08343 0.43339 -5.29567
H 0.45368 0.88863 -4.52840
H 1.33151 -2.41665 -0.48018
H 1.14222 -1.07447 0.67682
H 2.25157 -0.89446 -0.70752
O -0.60138 -5.16382 1.68599
S -0.13703 -4.09626 2.51817
O 0.75238 -3.08824 2.01374
O 0.48418 -4.71200 3.85821
C 1.51021 -5.70989 3.73844
C 2.85467 -5.09992 3.39090
C -1.52455 -3.30212 3.26373
H 1.22086 -6.47100 3.01058
H 1.57737 -6.20138 4.70895
H 2.84668 -4.67759 2.38528
H 3.64003 -5.85563 3.43356
H 3.10086 -4.29066 4.08012
H -2.17805 -4.06085 3.68724
H -2.04542 -2.74768 2.48432
H -1.16761 -2.62015 4.03252
*
```

Results
- E (eV) = -53099.3143
- highest occupied orbital energy (eV) = -12.42

Atomic partial charges in e from the Löwdin method, atoms 1 to 4:
1. N 0.239
2. C -0.226
3. O 0.136
4. N -0.050



Record 4
ClFH2 | wB97M-V/def2-TZVPD

Structure (ORCA input):
```
! RIJCOSX wB97M-V def2-TZVPD def2/J DEFGRID3
* xyz 0 1
H -1.64954 -0.54858 0.46785
H 1.47451 0.98637 0.01696
F -1.25444 -0.15876 -0.28105
Cl 1.42948 -0.27902 -0.20376
*
```

Results
- E (eV) = -15272.2957
- energy above the lowest of the compared OMol25 structures with the same formula, charge and spin (kJ/mol) = 27.9
- highest occupied orbital energy (eV) = -11.21
- structure (SMILES) = Cl.F

Now the Löwdin charges, all in e:
1. H 0.083
2. H -0.229
3. F -0.162
4. Cl 0.308



Record 5
C26H21As2Br4Cl2O10PtS | wB97M-V/def2-TZVPD

Structure (ORCA input):
```
! RIJCOSX wB97M-V def2-TZVPD def2/J DEFGRID3
* xyz -1 3
Pt 0.22265 1.29874 0.15943
Br -6.78708 0.91950 0.61538
C -5.00141 1.56897 0.39987
C -4.73576 2.88054 -0.06768
Br -6.20357 4.08182 -0.20128
C -3.43937 3.18770 -0.50532
Br -3.22992 4.81586 -1.44455
C -2.38140 2.33252 -0.24291
O -1.14521 2.57540 -0.60085
C -2.62364 1.04593 0.47155
O -1.55855 0.41870 0.81505
C -3.93192 0.70174 0.67315
Br -4.08071 -1.14269 1.15177
Cl 1.01288 1.85535 -3.34912
C 0.87072 3.48919 -2.86745
C 0.42093 4.36835 -3.84304
C 0.50434 5.76397 -3.65300
C 1.01575 6.15454 -2.44106
C 1.35110 5.25933 -1.37796
Cl 2.05841 6.02798 0.00357
C 1.24846 3.88702 -1.58343
S 1.81339 2.83765 -0.29158
H 0.08208 3.84301 -4.74832
H 0.17137 6.51719 -4.33735
H 1.21591 7.22542 -2.24481
C -0.82437 -2.37937 -3.33521
O -0.35432 -3.70981 -2.97397
C 0.68651 -3.77259 -2.11904
O 1.71858 -4.39798 -2.40279
C 0.54226 -2.96031 -0.85001
C -0.37097 -3.20241 0.12580
As 0.55734 -2.97626 1.90493
C -1.11814 -2.77504 2.97947
C 1.17466 -1.13074 2.04480
C 1.69493 -0.46192 1.02019
As 1.66227 -1.33415 -0.79845
C 3.32250 -2.38982 -0.55637
C 3.19768 -0.24474 1.14052
O 3.94550 -0.42196 2.09319
O 3.64098 0.35338 -0.00292
C 4.81888 1.17461 0.38657
C 1.51142 -0.99225 3.46916
O 1.67865 -2.07585 4.09182
O 1.65146 0.16298 4.04863
C 0.80615 1.26770 4.23208
C -1.69687 -3.86882 -0.02513
O -2.57676 -3.61826 -0.82945
O -1.69202 -4.88310 0.85563
C -2.81159 -5.78873 0.84695
H -1.29846 -2.46092 -4.33359
H -0.00616 -1.67061 -3.34810
H -1.55193 -2.00048 -2.58238
H -1.69124 -1.94883 2.55911
H -0.61416 -2.55555 3.90084
H -1.64310 -3.69613 2.97076
H 3.45467 -2.69034 0.45574
H 4.19915 -1.80076 -0.88149
H 3.28925 -3.28980 -1.14585
H 4.45609 2.02892 0.97150
H 5.24314 1.49526 -0.56523
H 5.50561 0.53775 0.90675
H 0.03114 1.07087 4.97794
H 0.38292 1.53509 3.21167
H 1.49085 2.06725 4.53840
H -2.53842 -6.48353 1.62141
H -2.95014 -6.31043 -0.13646
H -3.79338 -5.31609 1.04255
*
```

Results
- E (eV) = -488747.6936
- energy above the lowest of the compared OMol25 structures with the same formula, charge and spin (kJ/mol) = 69.0
- highest occupied orbital energy (alpha / beta) (eV) = -4.54 / -5.19

Atomic partial charges in e from the Löwdin method, atoms 1 to 4:
1. Pt 0.814
2. Br 0.696
3. C -0.707
4. C -0.733



Record 6
C2H6FOPS2 | wB97M-V/def2-TZVPD

Structure (ORCA input):
```
! RIJCOSX wB97M-V def2-TZVPD def2/J DEFGRID3
* xyz 0 3
C -3.08114 0.13943 -0.09930
C 2.91973 -0.16953 0.48298
O -3.69781 -1.01808 -0.36992
F -0.59476 -2.19086 -0.70816
P 0.07581 -0.71823 -0.50660
S -1.41028 -0.04116 0.89821
S 1.44776 -1.24863 1.01970
H -2.95449 0.82853 -0.88844
H -3.69797 0.65608 0.78302
H -3.00709 -1.61065 -0.82543
H 3.10917 0.38939 1.36377
H 2.51539 0.49696 -0.26129
H 3.70465 -0.84482 0.19960
*
```

Results
- E (eV) = -37891.7798
- energy above the lowest of the compared OMol25 structures with the same formula, charge and spin (kJ/mol) = 67.5
- highest occupied orbital energy (alpha / beta) (eV) = -5.04 / -9.40

Atomic partial charges in e from the Löwdin method, atoms 1 to 4:
1. C -0.585
2. C -0.391
3. O -0.115
4. F -0.451